1.
# C8H8FP

One molecule with the formula C8H8FP in a non-equilibrium geometry (the ωB97M-V functional and the def2-TZVPD basis, the OMol25 dataset).

* calculated total energy: -750.59082 Eh
* lowest unoccupied orbital energy (alpha / beta): -0.7265 / -0.3128 eV
* orbital gap (alpha / beta): 7.24 / 7.08 eV
* total charge: 0

Positions of all 18 atoms, in Å:
C 1.232 -1.617 0.514
C 0.109 -1.431 1.227
C 1.551 -0.868 -0.640
C 1.337 0.449 -1.015
C -1.104 -0.662 0.956
C -1.260 0.542 0.470
C 1.001 1.443 -0.136
C -2.486 1.179 -0.144
F -2.656 0.415 -1.303
P 1.434 2.738 0.764
H 1.632 -2.509 0.712
H -0.053 -2.276 1.966
H 2.098 -1.373 -1.493
H 1.328 0.667 -2.084
H -2.164 -1.150 1.046
H -2.171 2.148 -0.457
H -3.331 1.004 0.548
H 0.160 2.936 1.571

=====

2.
# C8H8N2O2

One molecule with the formula C8H8N2O2 in a non-equilibrium geometry (the ωB97M-V functional and the def2-TZVPD basis, the OMol25 dataset).

* calculated total energy: -569.38429 Eh
* lowest unoccupied orbital energy (alpha / beta): -1.8630 / -1.3148 eV
* energy above the lowest of the compared OMol25 structures with the same formula, charge and spin: 162.8 kcal/mol
* orbital gap (alpha / beta): 7.57 / 8.09 eV
* total charge: 0

Positions of all 20 atoms, in Å:
C -0.025 -2.273 -1.335
C 0.270 -2.556 0.014
C -0.314 -0.966 -1.667
C 0.400 -1.490 0.960
C -0.215 0.062 -0.786
C 0.321 -0.141 0.507
C -0.329 1.497 -1.287
C 0.653 0.982 1.339
N 0.620 2.300 -0.711
N -0.391 1.230 2.185
O -1.434 0.600 2.139
O -0.198 2.114 3.027
H -0.197 -2.944 -2.146
H 0.364 -3.456 0.481
H -0.740 -0.841 -2.670
H 0.740 -1.715 2.027
H -0.179 1.325 -2.426
H -1.388 1.869 -1.106
H 1.700 1.268 1.710
H 0.342 3.136 -0.256

=====

3.
# C8H8N2O4

One molecule with the formula C8H8N2O4 in a non-equilibrium geometry (the ωB97M-V functional and the def2-TZVPD basis, the OMol25 dataset).

* calculated total energy: -719.95172 Eh
* lowest unoccupied orbital energy: 0.7480 eV
* energy above the lowest of the compared OMol25 structures with the same formula, charge and spin: 102.1 kcal/mol
* orbital gap: 9.95 eV
* total charge: 0
* SMILES: NC(=O)Oc1cccc(OC(N)=O)c1

Positions of all 22 atoms, in Å:
N -4.417 1.234 -0.280
C -3.382 0.343 0.062
O -3.606 -0.521 0.714
O -2.259 0.714 -0.412
C -1.161 -0.205 -0.322
C -1.153 -1.461 -0.189
C -0.052 -2.066 -0.094
C 1.174 -1.394 0.058
C 1.099 -0.154 0.335
O 2.337 0.836 0.420
C 3.529 0.336 -0.186
N 4.505 1.075 0.423
O 3.702 -0.647 -0.603
C -0.054 0.582 0.050
H -5.463 1.122 -0.144
H -4.315 2.145 -0.726
H -2.173 -1.757 -0.292
H -0.103 -3.074 -0.100
H 2.139 -2.137 0.201
H 5.382 1.073 0.149
H 4.300 2.161 0.820
H -0.029 1.794 0.115

=====

4.
# C8H8N2S

C8H8N2S as an isolated structure in a non-equilibrium geometry (the ωB97M-V functional and the def2-TZVPD basis, the OMol25 dataset).

* calculated total energy: -817.23635 Eh
* lowest unoccupied orbital energy: 0.7886 eV
* energy above the lowest of the compared OMol25 structures with the same formula, charge and spin: 90.1 kcal/mol
* orbital gap: 9.27 eV
* total charge: 0

Positions of all 19 atoms, in Å:
C 0.302 -1.038 0.828
C -0.964 -0.410 0.279
C -1.001 1.044 0.357
C -2.220 1.458 -0.142
C -2.021 -1.110 -0.121
C 1.655 -0.446 0.385
C 2.503 0.430 0.949
C 2.990 0.009 -1.183
H -0.019 -1.122 2.054
H 0.272 -2.107 0.692
H 0.030 1.748 0.317
H -2.680 2.366 -0.213
H -1.940 -2.288 0.112
H 2.595 0.890 1.982
H 4.347 1.367 0.054
H 3.644 -0.112 -2.149
N 3.495 0.694 -0.011
N 2.035 -0.807 -0.844
S -3.277 0.026 -0.311

=====

5.
# C8H8N2S

One molecule with the formula C8H8N2S in a non-equilibrium geometry (the ωB97M-V functional and the def2-TZVPD basis, the OMol25 dataset).

* calculated total energy: -817.16071 Eh
* lowest unoccupied orbital energy (alpha / beta): 0.6066 / -0.6570 eV
* energy above the lowest of the compared OMol25 structures with the same formula, charge and spin: 20.0 kcal/mol
* orbital gap (alpha / beta): 8.90 / 7.70 eV
* total charge: 0
* spin multiplicity: 3

Positions of all 19 atoms, in Å:
C 2.460 0.019 -1.157
C 2.805 1.077 -0.382
C 1.448 -0.830 -0.808
C 2.250 1.119 0.926
C 0.810 -0.751 0.419
C 1.400 0.161 1.329
C -1.462 -0.743 0.392
C -2.758 -1.121 0.879
N -0.364 -1.277 0.728
N -2.945 1.209 -0.555
S -1.428 0.762 -0.713
H 2.954 0.004 -2.176
H 3.395 1.897 -0.748
H 1.114 -1.574 -1.499
H 2.777 1.803 1.624
H -2.556 -1.959 1.610
H -3.367 -1.554 -0.035
H -3.335 -0.234 1.323
H -3.199 1.992 -1.158

=====

6.
# C8H8N2Se

One molecule with the formula C8H8N2Se in a non-equilibrium geometry (the ωB97M-V functional and the def2-TZVPD basis, the OMol25 dataset).

* calculated total energy: -2820.44394 Eh
* lowest unoccupied orbital energy (alpha / beta): -0.4647 / -0.4620 eV
* energy above the lowest of the compared OMol25 structures with the same formula, charge and spin: 52.1 kcal/mol
* orbital gap (alpha / beta): 6.40 / 6.41 eV
* total charge: 0

Positions of all 19 atoms, in Å:
C 2.876 -1.269 -0.148
C 3.233 -0.024 0.417
C 1.525 -1.536 -0.366
C 2.296 0.764 0.987
C 0.525 -0.672 0.120
C 0.809 0.515 0.871
C -1.758 -0.302 -0.256
C -4.200 0.516 -1.276
N -0.730 -0.900 -0.146
N -0.157 1.188 1.393
Se -3.257 0.155 0.476
H 3.655 -1.879 -0.581
H 4.270 0.340 0.322
H 1.061 -2.373 -0.906
H 2.608 1.645 1.620
H -3.332 0.919 -1.890
H -4.619 -0.419 -1.709
H -4.986 1.285 -0.973
H 0.181 2.046 2.047